# 1
Entry from OMol25: C28H28As2MgN2O10 as an isolated structure (ωB97M-V with the def2-TZVPD basis set).

Values from the calculation:
**E_LUMO**: -0.57 eV
**HOMO level**: -0.275 hartree

Last column: Löwdin charge in e.
Element x y z (Å)
Mg  0.3164  0.2203  -0.0516  0.606
O  -1.1721  1.3089  -0.1606  -0.176
C  -2.3245  1.0578  -0.7540  -0.336
C  -3.4028  1.9347  -0.5431  -0.016
C  -4.6411  1.7102  -1.1020  -0.071
C  -4.8650  0.6059  -1.9299  -0.102
C  -3.8216  -0.2596  -2.1688  -0.074
C  -2.5549  -0.0747  -1.5977  -0.158
C  -1.5184  -1.0378  -1.9546  -0.056
N  -0.3595  -1.0004  -1.4278  -0.066
N  0.6609  -1.8604  -1.8334  0.085
C  1.8179  -1.3589  -1.4521  -0.428
O  1.9871  -0.1997  -0.8621  -0.132
C  3.0219  -2.1885  -1.7411  -0.146
C  2.9050  -3.4795  -2.2506  -0.032
C  4.0407  -4.2224  -2.5309  -0.084
C  5.3026  -3.6851  -2.3057  -0.094
C  5.4234  -2.4002  -1.7964  -0.082
C  4.2858  -1.6567  -1.5130  -0.023
H  -3.2396  2.7850  0.1053  0.106
H  -5.4527  2.3968  -0.8853  0.107
H  -5.8368  0.4379  -2.3730  0.095
H  -3.9718  -1.1235  -2.8106  0.110
H  -1.7367  -1.7928  -2.7125  0.133
H  1.9163  -3.8842  -2.4228  0.104
H  3.9420  -5.2250  -2.9276  0.100
H  6.1872  -4.2668  -2.5331  0.099
H  6.4042  -1.9769  -1.6207  0.099
H  4.3630  -0.6555  -1.1117  0.096
C  -3.3465  -2.0129  0.9243  -0.017
O  -2.3696  -1.1387  1.5148  -0.109
C  -2.8817  -0.1319  2.2455  -0.512
O  -4.0561  0.0030  2.4410  0.147
C  -1.7837  0.7528  2.7773  -0.267
C  -2.0790  1.8954  3.3833  -0.286
As  -0.8344  3.0729  4.3471  1.319
C  -1.3328  4.6902  3.3415  -0.252
C  0.8329  2.7701  3.3311  -0.272
C  1.1440  1.6361  2.7045  -0.259
As  0.0245  0.0083  2.5721  1.317
C  0.2830  -0.5983  4.4008  -0.236
C  2.5045  1.2267  2.1917  -0.556
O  2.8156  0.0584  2.2661  0.062
O  3.2569  2.1732  1.6684  -0.011
C  4.5287  1.7633  1.1233  0.004
C  1.7397  3.9711  3.4747  -0.540
O  2.3436  4.5405  2.6145  0.141
O  1.6905  4.3980  4.7537  -0.106
C  2.4126  5.6058  5.0363  -0.028
C  -3.4710  2.4779  3.4662  -0.557
O  -4.1713  2.8011  2.5542  0.130
O  -3.7517  2.7460  4.7606  -0.085
C  -5.0045  3.4023  5.0106  -0.026
H  -2.7845  -2.7077  0.3109  0.098
H  -4.0420  -1.4395  0.3178  0.089
H  -3.8941  -2.5394  1.7014  0.099
H  -2.3355  5.0023  3.6258  0.030
H  -1.3035  4.4859  2.2734  0.052
H  -0.6365  5.4910  3.5829  0.028
H  0.0760  0.2203  5.0806  0.022
H  1.3089  -0.9395  4.5068  0.035
H  -0.3971  -1.4251  4.5903  0.036
H  5.1745  2.6304  1.1965  0.097
H  4.3845  1.4806  0.0837  0.090
H  4.9331  0.9238  1.6771  0.094
H  1.9691  6.0165  5.9360  0.094
H  2.3299  6.3035  4.2097  0.092
H  3.4616  5.3772  5.2067  0.098
H  -4.8640  4.0017  5.9040  0.092
H  -5.7763  2.6552  5.1794  0.099
H  -5.2853  4.0247  4.1679  0.089



# 2
Entry from OMol25: C28H28BCaN10O4S as an isolated structure in a non-equilibrium geometry (ωB97M-V with the def2-TZVPD basis set).

Values from the calculation:
**Spin multiplicity**: 2
**E_LUMO (alpha / beta)**: 0.23 / -1.73 eV
**HOMO level (alpha / beta)**: -0.307 / -0.322 hartree
**Energy above the lowest of the compared OMol25 structures with the same formula, charge and spin**: 7.8 kcal/mol
**Expectation value of S²**: 0.760

Last column: Löwdin spin population.
Element x y z (Å)
Ca  0.6594  0.1204  0.9060  0.003
N  1.7616  2.3810  0.9482  0.000
C  2.9767  2.1696  0.1443  0.001
C  3.5669  0.8411  0.6157  0.052
O  3.6995  0.6772  1.8280  0.170
N  3.8547  -0.0886  -0.3480  0.308
C  4.0816  -1.3673  0.1150  0.132
C  2.5256  -2.0878  0.3882  0.106
O  2.2292  -2.9300  -0.4246  0.108
O  1.9608  -1.5656  1.3649  0.081
H  1.3540  3.2944  0.7950  0.000
H  2.0345  2.3381  1.9279  0.000
H  3.7521  2.9263  0.3034  0.002
H  2.7247  2.1350  -0.9125  0.000
H  4.5154  -1.4418  1.1162  0.019
H  4.5384  -2.0069  -0.6320  0.007
C  -2.3369  -3.2609  0.7369  0.000
C  -1.2327  -2.5605  0.2466  0.002
N  -1.0898  -1.3983  0.8697  0.002
N  -2.1017  -1.3297  1.7840  0.000
C  -2.8579  -2.4415  1.7152  0.000
B  -2.1488  -0.0648  2.6899  0.000
N  -0.8641  -0.0371  3.6019  0.000
C  -0.7561  -0.5566  4.8390  0.000
C  0.5604  -0.4726  5.2362  0.000
C  1.2112  0.1127  4.1468  0.000
N  0.3539  0.3733  3.1651  0.000
N  -2.2122  1.1967  1.7581  0.000
C  -3.2665  2.0110  1.5595  0.000
C  -2.9460  2.9015  0.5575  0.000
C  -1.6445  2.5441  0.1869  0.000
N  -1.2093  1.5190  0.9066  0.000
N  -3.3559  -0.0001  3.6238  0.000
C  -3.5188  0.9482  4.5808  0.000
C  -4.7310  0.7361  5.1855  0.000
C  -5.2531  -0.3874  4.5143  0.000
N  -4.4293  -0.8236  3.5787  0.000
H  -2.6990  -4.2270  0.4317  0.000
H  -0.5208  -2.8516  -0.5123  0.001
H  -3.7097  -2.5553  2.3609  0.000
H  -1.6194  -0.9462  5.3523  0.000
H  0.9848  -0.7937  6.1711  0.000
H  2.2585  0.3380  4.0115  0.000
H  -4.1707  1.9022  2.1344  0.000
H  -3.5640  3.6868  0.1585  0.000
H  -1.0058  2.9788  -0.5680  0.000
H  -2.7623  1.6965  4.7532  0.000
H  -5.1724  1.3001  5.9888  0.000
H  -6.1909  -0.8959  4.6776  0.000
O  0.8782  0.1167  -1.2458  0.006
S  1.7345  -0.5846  -2.2963  0.002
C  2.1936  0.7118  -3.4267  0.000
C  3.4374  0.6356  -4.0281  0.000
C  3.8134  1.6322  -4.9202  0.000
C  2.9532  2.6884  -5.1809  0.000
C  1.7138  2.7606  -4.5510  0.000
C  1.3266  1.7680  -3.6664  0.000
C  0.5280  -1.4057  -3.3182  0.000
C  0.9775  -2.3462  -4.2336  0.000
C  0.0501  -3.0049  -5.0244  0.000
C  -1.3052  -2.7317  -4.8784  0.000
C  -1.7379  -1.8054  -3.9390  0.000
C  -0.8179  -1.1349  -3.1446  0.000
H  4.1078  -0.1807  -3.7877  0.000
H  4.7829  1.5898  -5.3983  0.000
H  3.2502  3.4655  -5.8731  0.000
H  1.0496  3.5904  -4.7542  0.000
H  0.3690  1.8049  -3.1608  0.000
H  2.0354  -2.5664  -4.3193  0.000
H  0.3821  -3.7423  -5.7430  0.000
H  -2.0280  -3.2560  -5.4897  0.000
H  -2.7948  -1.6099  -3.8149  0.000
H  -1.1340  -0.4325  -2.3836  0.000



# 3
Entry from OMol25: C28H28BaI2N2OSi as an isolated structure in a non-equilibrium geometry (ωB97M-V with the def2-TZVPD basis set).

Values from the calculation:
**E_LUMO**: -0.95 eV
**HOMO level**: -0.129 hartree
**Energy above the lowest of the compared OMol25 structures with the same formula, charge and spin**: 102.0 kcal/mol

Last column: Löwdin charge in e.
Element x y z (Å)
Ba  -1.0860  0.2635  -0.8387  2.057
I  -0.7444  -0.0651  -6.0456  0.869
C  0.1703  -1.3061  -4.6252  -0.699
C  0.5405  -2.5614  -4.9651  -0.295
C  1.1794  -3.3975  -4.0039  -0.699
I  1.7290  -5.3104  -4.6117  0.814
C  1.4478  -2.9533  -2.6632  -0.269
C  2.0868  -3.6635  -1.6668  -0.120
C  2.3132  -3.0492  -0.3566  -0.153
C  1.8561  -1.8361  -0.1051  -0.244
N  1.1484  -1.0588  -1.0908  -0.181
C  1.0131  -1.6096  -2.3429  -0.275
C  0.4151  -0.8318  -3.2924  -0.392
O  0.0639  0.4591  -2.8814  -0.565
H  0.3481  -2.9216  -5.9681  0.066
H  2.4337  -4.6658  -1.8736  0.024
H  2.8364  -3.5883  0.4251  0.085
H  1.9852  -1.3818  0.8818  0.069
C  1.1116  1.4300  -3.0205  -0.219
Si  0.5285  3.0883  -2.3901  0.700
C  0.6804  3.0707  -0.5051  -0.221
N  -0.2921  2.2391  0.2428  -0.493
C  0.1565  2.0164  1.6345  -0.199
C  -0.3062  3.1179  2.5841  -0.157
C  -1.8383  3.0903  2.6977  -0.170
C  -2.4604  2.5004  1.4230  -0.189
C  -1.6371  2.8765  0.2059  -0.291
C  1.7768  4.3348  -3.0241  -0.239
C  1.5661  4.9620  -4.2536  -0.089
C  2.5007  5.8408  -4.7799  -0.076
C  3.6724  6.1102  -4.0812  -0.080
C  3.9027  5.4935  -2.8580  -0.081
C  2.9615  4.6143  -2.3398  -0.090
C  -1.1752  3.5806  -2.9722  -0.262
C  -1.6005  4.8847  -2.7149  -0.107
C  -2.8911  5.2938  -3.0194  -0.075
C  -3.7845  4.3975  -3.5940  -0.073
C  -3.3782  3.0946  -3.8651  -0.068
C  -2.0864  2.6898  -3.5554  -0.120
H  1.9936  1.0899  -2.4604  0.109
H  1.3860  1.5098  -4.0747  0.097
H  0.6928  4.1113  -0.1382  0.105
H  1.6820  2.6690  -0.3163  0.096
H  1.2431  1.9196  1.6235  0.131
H  -0.2354  1.0543  1.9973  0.115
H  0.0351  4.0824  2.2003  0.113
H  0.1636  2.9903  3.5600  0.120
H  -2.2161  4.1023  2.8589  0.116
H  -2.1414  2.4982  3.5638  0.115
H  -3.4849  2.8491  1.2854  0.125
H  -2.5269  1.4111  1.4973  0.084
H  -1.5306  3.9671  0.1683  0.138
H  -2.1450  2.5874  -0.7109  0.054
H  0.6501  4.7645  -4.8114  0.109
H  2.3163  6.3171  -5.7355  0.106
H  4.4030  6.7977  -4.4891  0.104
H  4.8139  5.6968  -2.3091  0.104
H  3.1630  4.1436  -1.3827  0.097
H  -0.9103  5.5999  -2.2703  0.113
H  -3.2001  6.3115  -2.8124  0.106
H  -4.7921  4.7148  -3.8339  0.106
H  -4.0656  2.3927  -4.3185  0.110
H  -1.7806  1.6614  -3.7840  0.034



# 4
Entry from OMol25: C28H28Cl3N6O3PTeZn as an isolated structure (ωB97M-V with the def2-TZVPD basis set).

Values from the calculation:
**E_LUMO**: 0.08 eV
**HOMO level**: -0.222 hartree

Last column: Löwdin charge in e.
Element x y z (Å)
Zn  0.7149  -0.8155  0.4686  0.559
C  -1.3685  3.3300  3.3431  -0.057
N  -0.3495  2.5693  2.6305  -0.141
C  0.9130  3.0040  2.3389  -0.052
C  1.5147  2.0041  1.6363  -0.088
N  0.6397  0.9662  1.5089  0.024
C  -0.4896  1.3394  2.0866  -0.534
P  -2.0063  0.3405  2.2312  1.160
C  -1.1671  -1.1687  2.8544  -0.438
N  -0.1304  -1.7573  2.2862  0.032
C  0.2271  -2.8015  3.0864  -0.090
C  -0.6133  -2.8474  4.1603  -0.045
N  -1.4939  -1.8090  4.0052  -0.125
C  -2.5735  -1.4672  4.9171  -0.026
C  -2.1893  -0.2340  0.5135  -0.509
N  -1.2212  -0.7201  -0.2510  0.003
C  -1.7761  -0.9760  -1.4715  -0.127
C  -3.1020  -0.6635  -1.4278  -0.044
N  -3.3595  -0.2243  -0.1580  -0.127
C  -4.6049  0.3626  0.3045  -0.061
H  -0.9215  4.2628  3.6743  0.094
H  -2.2022  3.5463  2.6754  0.014
H  -1.7134  2.7714  4.2119  0.082
H  1.2592  3.9766  2.6389  0.126
H  2.5082  1.9589  1.2256  0.117
H  1.0596  -3.4408  2.8454  0.116
H  -0.6650  -3.5153  5.0018  0.120
H  -2.5932  -2.2027  5.7164  0.091
H  -2.4156  -0.4805  5.3487  0.088
H  -3.5306  -1.4813  4.3997  0.088
H  -1.1922  -1.3478  -2.2961  0.105
H  -3.8714  -0.7174  -2.1770  0.127
H  -5.3827  0.1311  -0.4190  0.094
H  -4.8841  -0.0596  1.2678  0.080
H  -4.4703  1.4439  0.3911  0.034
Te  -2.0653  3.2104  -0.2445  0.751
C  -3.0382  3.4171  -2.1101  -0.701
C  -2.6493  4.4289  -2.9923  -0.185
C  -3.2551  4.5768  -4.2325  -0.111
C  -4.2661  3.7123  -4.6316  -0.121
C  -4.6665  2.7022  -3.7672  -0.112
C  -4.0607  2.5605  -2.5249  -0.177
H  -1.8596  5.1086  -2.6974  0.081
H  -2.9322  5.3725  -4.8936  0.099
H  -4.7388  3.8272  -5.5988  0.094
H  -5.4609  2.0244  -4.0580  0.096
H  -4.3960  1.7732  -1.8620  0.049
C  3.3741  0.6701  -2.3068  -0.003
C  1.8762  0.5720  -2.3366  -0.354
O  1.2616  0.2059  -1.3455  0.001
C  1.1244  0.9996  -3.5379  -0.147
C  -0.2162  1.3585  -3.3835  -0.010
C  -0.9605  1.7499  -4.4840  -0.042
C  -0.3710  1.7760  -5.7411  -0.061
C  0.9650  1.4279  -5.9001  -0.076
C  1.7172  1.0501  -4.8004  -0.028
H  3.7419  0.2815  -1.3604  0.085
H  3.6656  1.7157  -2.4282  0.103
H  3.8229  0.1099  -3.1262  0.074
H  -0.6570  1.3687  -2.3912  0.063
H  -1.9934  2.0484  -4.3553  0.083
H  -0.9545  2.0788  -6.6017  0.107
H  1.4211  1.4557  -6.8811  0.103
H  2.7570  0.7827  -4.9328  0.107
Cl  3.0837  -2.9143  -2.3244  0.626
C  2.4002  -3.5391  -0.8039  -1.469
Cl  2.7473  -5.2533  -0.6664  0.625
Cl  0.6259  -3.3247  -0.8635  0.639
C  3.0628  -2.7123  0.3793  -0.795
O  4.0747  -3.1807  0.8428  0.038
O  2.4775  -1.6269  0.6880  -0.120